Formula: C6H11NS
Source: the Open Molecules 2025 dataset
Level of theory: ωB97M-V with the def2-TZVPD basis set

Output
Kohn-Sham gap: 8.622 eV
ΔE to the lowest compared entry with this formula, charge and spin: 4.745 eV

```
19
Properties=species:S:1:pos:R:3:forces:R:3
H 0.592 1.478 -2.665 -0.805 -0.922 0.077
H -1.777 0.473 -0.720 1.709 -0.297 0.475
C 0.329 -1.302 1.345 0.515 2.354 0.564
H 1.082 2.242 -1.169 -0.331 -2.293 -0.644
H -3.254 0.231 1.144 1.401 -3.961 0.133
S -2.681 -1.537 1.169 0.372 4.122 -0.557
H 2.033 0.377 1.176 -2.458 -0.515 -1.113
H 0.760 -2.294 1.109 0.405 0.722 0.923
C 0.994 0.034 0.700 1.027 -0.140 -0.017
N -0.280 0.817 0.887 1.094 5.589 1.978
H 0.778 -0.900 -1.434 0.596 -0.512 -0.143
C -0.803 0.125 -0.224 -0.268 -0.055 -1.867
H -0.793 -1.928 -0.323 -0.366 -1.108 -0.478
H 0.244 -0.882 2.468 -0.160 -1.942 -2.465
H 2.145 1.156 -2.040 -0.708 -0.367 0.361
H -0.211 1.906 0.749 0.277 -2.885 0.082
C -0.915 -1.205 0.447 -2.341 -1.377 0.717
C 1.064 1.184 -1.729 2.737 4.001 0.622
C 0.692 0.025 -0.890 -2.697 -0.415 1.352
```
Forces are in eV/Å.

***

Formula: C6H11NS
Source: the Open Molecules 2025 dataset
Level of theory: ωB97M-V with the def2-TZVPD basis set

Output
Structure (SMILES): C/C=C(C)/N=C/SC
Kohn-Sham gap: 9.111 eV
ΔE to the lowest compared entry with this formula, charge and spin: 2.038 eV

```
19
Properties=species:S:1:pos:R:3:forces:R:3
C 2.721 0.810 0.017 1.157 -0.332 -1.901
C -0.547 -1.390 -1.099 -3.153 0.537 0.975
H 3.618 0.069 -0.030 -1.103 1.956 0.123
N -0.766 -0.585 -0.118 0.155 -2.154 -0.398
C 1.552 -0.065 0.149 -2.416 -0.471 0.183
H 2.775 1.540 0.834 0.399 -0.135 -0.305
C -3.020 -2.525 -0.160 -0.213 1.431 0.300
H -1.112 1.717 0.752 -3.469 -0.156 1.603
H 2.586 1.370 -1.025 0.774 -0.927 2.199
H 0.146 -1.217 -1.902 0.760 -0.224 -0.046
S -1.808 -2.601 -1.544 0.503 -0.320 0.491
C 0.256 0.288 0.185 0.844 2.584 -1.235
H -2.516 -2.172 0.776 -0.428 -0.141 -0.981
H -0.464 2.119 -0.733 -0.319 0.599 -1.996
H 1.581 -1.133 0.091 1.002 -0.647 -0.024
C -0.268 1.733 0.208 1.473 -3.292 -0.506
H 0.308 2.362 0.742 2.614 2.193 1.496
H -3.629 -3.401 0.086 0.841 -0.478 -0.553
H -3.783 -1.800 -0.509 0.580 -0.023 0.575
```
Forces are in eV/Å.

***

Formula: C6H11NS
Source: the Open Molecules 2025 dataset
Level of theory: ωB97M-V with the def2-TZVPD basis set

Output
Structure (SMILES): S[C@@H]1C[C@H]2CCN[C@H]21
Kohn-Sham gap: 9.228 eV
ΔE to the lowest compared entry with this formula, charge and spin: 3.885 eV

```
19
Properties=species:S:1:pos:R:3:forces:R:3
H 0.823 1.568 -1.500 0.704 -1.732 0.411
C -0.418 1.400 0.153 -0.626 -1.038 2.649
C -0.915 -0.062 0.524 2.073 0.392 -1.568
H -0.469 1.997 1.120 0.673 0.033 -1.623
H 3.353 -0.662 -0.530 -1.487 -1.250 1.486
H -3.218 -1.240 0.841 1.460 2.032 -1.836
N 1.184 -1.457 -0.038 3.612 1.726 2.224
S -2.586 -0.182 -0.067 -1.861 -2.394 2.124
C 0.852 0.887 -0.590 -4.549 1.352 -0.602
H -1.047 1.763 -0.630 -0.847 0.631 -0.037
C 0.214 -0.568 -0.476 -2.468 -0.180 -3.040
C 2.483 -0.666 0.251 0.635 1.121 2.116
H 2.006 1.549 1.308 -0.084 -2.485 -3.133
H 2.777 -0.919 1.421 -0.083 0.566 -3.383
H 1.421 -2.261 -0.543 -0.215 -0.987 -1.091
C 2.074 0.882 0.161 2.404 2.471 3.120
H -0.372 -1.071 -1.330 1.043 1.202 0.558
H -0.609 -0.527 1.456 -0.688 0.560 0.602
H 2.690 1.671 -0.414 0.305 -2.021 1.020
```
Forces are in eV/Å.

***

Formula: C6H11NS
Source: the Open Molecules 2025 dataset
Level of theory: ωB97M-V with the def2-TZVPD basis set

Output
Structure (SMILES): C/C=C/SC.CC#N
Kohn-Sham gap: 8.425 eV
ΔE to the lowest compared entry with this formula, charge and spin: 1.922 eV

```
19
Properties=species:S:1:pos:R:3:forces:R:3
C -1.238 -0.366 -0.682 -1.436 0.079 0.065
C 0.517 -1.829 0.252 0.093 0.344 -1.682
H -2.501 0.856 1.638 0.465 -0.134 0.220
S -2.706 0.564 -0.824 -0.073 0.291 0.556
C -2.932 1.395 0.816 -1.759 -2.601 -1.200
C -0.651 -0.883 0.362 0.178 -0.596 2.542
H 1.144 -1.848 1.127 0.367 0.345 0.291
H 0.546 2.666 0.803 1.633 0.426 0.648
C 1.615 2.262 0.748 -0.399 3.082 1.753
H -0.927 -0.632 -1.652 0.533 -0.322 -1.086
H 2.457 3.010 0.632 -1.384 -0.348 0.048
H 1.843 1.735 1.667 -0.160 -0.516 -0.082
N 1.212 0.710 -1.195 0.723 1.229 -0.093
H -4.032 1.320 0.937 0.694 0.689 0.110
H -2.546 2.333 0.623 0.497 2.114 0.411
H -0.963 -0.610 1.397 0.021 -0.231 -0.869
H 1.054 -1.402 -0.648 0.007 -1.145 1.095
H 0.251 -2.891 0.080 -0.166 0.618 -0.117
C 1.458 1.491 -0.383 0.165 -3.323 -2.611
```
Forces are in eV/Å.

***

| no. | HOMO level (eV) |
| --- | --- |
| 1 | -8.617 |
| 2 | -8.186 |
| 3 | -8.348 |
| 4 | -7.750 |